This record from OMol25 describes the molecule C21H19FN2S. The level of theory is the ωB97M-V functional and the def2-TZVPD basis.

Values from the calculation:
HOMO level	-7.8155	eV
charge	0
SMILES	CN(C(=S)Nc1ccc(F)cc1)C(c1ccccc1)c1ccccc1

Atoms and positions in Å:
C 2.7417 0.8718 0.3371
N 1.2202 1.2016 0.0522
C 0.8426 2.4065 -0.0850
S 2.0706 3.7226 -0.1286
N -0.3865 2.9623 -0.5034
C -1.3170 2.3245 0.3424
C -1.0632 1.8481 1.7057
C -2.3913 1.2121 2.1944
C -3.5864 1.1863 1.5799
F -4.6439 0.6086 2.3887
C -3.7837 1.7914 0.4289
C -2.6526 2.0525 -0.2571
C 0.5834 0.1365 -0.5249
C 1.1668 -0.8372 -1.5158
C 1.6954 -2.1446 -1.1835
C 2.3583 -2.8168 -2.2722
C 2.9908 -2.3541 -3.2652
C 2.5397 -1.0176 -3.5484
C 1.9066 -0.2451 -2.5896
C -0.1797 -0.6840 0.5686
C -1.4834 -1.4075 0.1503
C -2.1447 -2.0402 0.9849
C -1.5904 -2.2950 2.4074
C -0.3149 -1.5751 2.6497
C 0.3786 -0.8769 1.7369
H 3.0907 -0.3160 0.5133
H 3.1568 1.4272 1.0988
H 3.4569 1.3147 -0.6045
H -0.4077 3.8778 -0.6826
H -0.1527 1.8002 2.1632
H -2.2898 0.8596 3.1922
H -4.7814 1.9165 -0.1225
H -2.7842 2.5644 -1.3793
H -0.2420 0.6692 -0.9931
H 1.3963 -2.5410 -0.3145
H 2.5204 -3.9985 -1.9537
H 3.4469 -2.6162 -4.0453
H 2.8041 -0.4392 -4.4673
H 1.3685 0.7090 -3.0986
H -1.7268 -1.3043 -0.7803
H -3.0445 -2.5488 0.8596
H -1.9577 -2.8846 3.3230
H -0.0391 -1.8373 3.5432
H 1.2282 -0.6834 2.0949

Results of the Löwdin charge analysis, in e, for atoms 1 through 4: C -0.04; N -0.10; C -0.74; S 0.52